The following is a quantum chemistry calculation of C39H47N6S2Ta as an isolated structure, from the Open Molecules 2025 dataset.

The calculation puts the relative energy (zero: lowest compared OMol25 entry of this formula, charge and spin) at 2.3203 eV. Its LUMO energy is -6.51 eV. Its charge is +2. The calculation puts the HOMO-LUMO gap at 6.22 eV. The highest occupied orbital energy comes out at -12.7 eV.

Positions of all 95 atoms, in Å:
1 Ta -0.033 0.023 0.046
2 C -3.035 -2.098 -0.892
3 N -1.952 -1.440 -1.642
4 C -1.056 -2.422 -2.278
5 C -0.452 -3.388 -1.288
6 N 0.536 -2.748 -0.384
7 C 1.879 -2.860 -0.980
8 C 0.446 -3.400 0.907
9 C 1.074 -4.616 1.155
10 C 0.878 -5.293 2.348
11 C 0.047 -4.759 3.320
12 C -0.574 -3.544 3.092
13 C -0.376 -2.863 1.892
14 S -1.245 -1.327 1.727
15 C -2.506 -0.609 -2.691
16 C -3.514 -1.092 -3.523
17 C -4.029 -0.317 -4.545
18 C -3.537 0.964 -4.756
19 C -2.540 1.456 -3.937
20 C -2.025 0.670 -2.905
21 S -0.816 1.412 -1.877
22 H -3.427 -2.972 -1.419
23 H -3.845 -1.389 -0.737
24 H -2.680 -2.417 0.084
25 H -0.274 -1.874 -2.811
26 H -1.612 -3.007 -3.020
27 H 0.027 -4.197 -1.848
28 H -1.235 -3.844 -0.687
29 H 2.118 -3.888 -1.264
30 H 2.628 -2.504 -0.279
31 H 1.921 -2.252 -1.879
32 H 1.715 -5.058 0.405
33 H 1.358 -6.250 2.503
34 H -0.125 -5.287 4.248
35 H -1.225 -3.110 3.841
36 H -3.900 -2.093 -3.373
37 H -4.807 -0.719 -5.178
38 H -3.933 1.580 -5.552
39 H -2.149 2.455 -4.078
40 N 1.910 0.080 -1.627
41 C 2.582 0.538 -2.440
42 C 3.425 1.085 -3.432
43 C 3.342 0.614 -4.749
44 C 4.182 1.142 -5.709
45 C 5.095 2.133 -5.368
46 C 5.178 2.598 -4.061
47 C 4.347 2.081 -3.087
48 H 2.625 -0.155 -5.002
49 H 4.130 0.777 -6.725
50 H 5.747 2.545 -6.126
51 H 5.896 3.364 -3.803
52 H 4.400 2.437 -2.067
53 C 3.556 -1.817 4.415
54 N 3.214 -1.260 3.116
55 C 4.092 -1.006 2.093
56 C 3.346 -0.557 1.047
57 N 2.023 -0.539 1.423
58 C 1.985 -0.972 2.674
59 H 4.586 -1.568 4.654
60 H 3.452 -2.901 4.405
61 H 2.903 -1.407 5.182
62 H 5.154 -1.153 2.183
63 H 3.671 -0.254 0.068
64 H 1.094 -1.058 3.274
65 C -5.222 0.862 0.717
66 C -4.084 1.486 1.477
67 C -4.301 2.259 2.607
68 C -3.234 2.831 3.296
69 C -3.460 3.735 4.473
70 C -1.938 2.601 2.853
71 C -1.682 1.861 1.696
72 C -2.781 1.306 1.029
73 N -0.390 1.677 1.140
74 C 0.618 2.779 1.256
75 C 1.402 2.653 2.573
76 C 1.639 2.628 0.120
77 C -0.032 4.166 1.074
78 H -6.179 1.278 1.026
79 H -5.252 -0.215 0.894
80 H -5.105 1.028 -0.355
81 H -5.312 2.434 2.954
82 H -4.428 3.552 4.936
83 H -3.445 4.776 4.142
84 H -2.681 3.616 5.225
85 H -1.138 3.024 3.436
86 H -2.647 0.764 0.094
87 H 2.022 1.757 2.546
88 H 0.760 2.578 3.446
89 H 2.052 3.519 2.695
90 H 2.164 1.667 0.167
91 H 2.397 3.403 0.222
92 H 1.162 2.754 -0.853
93 H -0.382 4.600 2.005
94 H -0.880 4.097 0.392
95 H 0.692 4.854 0.640

=====

The following is a quantum chemistry calculation of C31H70N2O10PtS5 as an isolated structure, from the Open Molecules 2025 dataset.

The multiplicity is 3. Its LUMO energy (alpha / beta) is 0.26 / 0.25 eV. The calculation puts the HOMO-LUMO gap (alpha / beta) at 5.56 / 5.47 eV. The highest occupied orbital energy (alpha / beta) comes out at -5.3 / -5.2 eV.

Positions of all 119 atoms, in Å:
1 Pt -1.811 -10.655 10.892
2 C -2.166 -10.614 15.662
3 C -2.045 -9.104 15.250
4 C -1.483 -8.457 16.549
5 C -1.076 -7.064 16.333
6 C -0.075 -6.964 15.281
7 C -0.408 -7.656 13.927
8 N -1.036 -9.002 14.115
9 O -1.266 -9.875 12.915
10 C 0.935 -7.833 13.243
11 C -1.339 -6.794 13.104
12 C -3.466 -8.531 14.922
13 H -2.763 -10.727 16.568
14 H -1.208 -11.067 15.919
15 H -2.654 -11.069 14.800
16 H -0.671 -9.021 17.008
17 H -2.345 -8.461 17.216
18 H -0.632 -6.722 17.268
19 H -1.953 -6.435 16.180
20 H 0.776 -7.502 15.698
21 H 0.243 -5.935 15.108
22 H 0.786 -7.942 12.168
23 H 1.490 -8.700 13.601
24 H 1.603 -7.012 13.504
25 H -2.315 -6.476 13.469
26 H -1.579 -7.330 12.186
27 H -0.927 -5.857 12.729
28 H -4.065 -8.952 15.730
29 H -3.644 -8.987 13.948
30 H -3.451 -7.442 14.898
31 C -3.404 -14.278 8.685
32 C -2.468 -13.692 7.623
33 C -2.898 -14.406 6.304
34 C -2.322 -13.735 5.021
35 C -2.599 -12.263 5.077
36 C -2.164 -11.466 6.369
37 N -2.670 -12.200 7.527
38 O -2.484 -11.491 8.806
39 C -2.830 -10.022 6.229
40 C -0.670 -11.188 6.370
41 C -1.008 -14.080 7.971
42 H -4.422 -13.924 8.519
43 H -3.064 -13.940 9.663
44 H -3.378 -15.364 8.767
45 H -3.971 -14.509 6.142
46 H -2.557 -15.426 6.481
47 H -2.648 -14.164 4.073
48 H -1.247 -13.905 5.088
49 H -3.648 -12.124 4.816
50 H -1.920 -11.941 4.288
51 H -2.726 -9.565 5.245
52 H -2.415 -9.241 6.866
53 H -3.847 -9.899 6.602
54 H -0.133 -12.078 6.043
55 H -0.259 -10.909 7.340
56 H -0.368 -10.480 5.598
57 H -0.507 -14.401 7.058
58 H -0.910 -14.871 8.715
59 H -0.434 -13.319 8.498
60 C 1.630 -10.668 15.764
61 C 1.394 -11.716 14.679
62 O 2.628 -12.185 14.302
63 C 3.541 -11.794 15.188
64 O 4.684 -12.251 15.314
65 O 3.019 -10.758 16.015
66 H 1.014 -11.000 16.599
67 H 1.282 -9.706 15.388
68 H 1.077 -11.264 13.739
69 H 0.746 -12.544 14.965
70 C 2.464 -12.772 9.160
71 S 1.748 -11.184 9.706
72 O 0.398 -11.496 10.367
73 C 2.978 -10.808 11.079
74 H 3.453 -12.597 8.737
75 H 2.023 -13.018 8.194
76 H 2.461 -13.609 9.857
77 H 2.437 -10.066 11.667
78 H 3.939 -10.470 10.690
79 H 3.122 -11.742 11.622
80 C -5.202 -12.647 13.440
81 S -5.166 -11.399 12.148
82 O -3.721 -11.335 11.730
83 C -5.932 -12.403 10.853
84 H -4.605 -12.288 14.278
85 H -4.519 -13.404 13.053
86 H -6.163 -13.079 13.717
87 H -6.980 -12.144 11.005
88 H -5.827 -13.477 11.008
89 H -5.609 -11.979 9.902
90 C -4.550 -6.519 10.305
91 S -3.635 -7.911 9.499
92 O -3.357 -8.959 10.588
93 C -5.093 -8.477 8.565
94 H -4.878 -5.763 9.592
95 H -3.923 -5.981 11.018
96 H -5.487 -6.695 10.832
97 H -5.208 -7.906 7.644
98 H -6.028 -8.529 9.123
99 H -4.808 -9.484 8.263
100 C 0.014 -14.733 12.169
101 S -1.607 -13.963 12.515
102 O -1.684 -12.858 11.488
103 C -2.685 -15.360 12.014
104 H -0.018 -15.118 11.150
105 H 0.157 -15.600 12.814
106 H 0.827 -14.028 12.339
107 H -2.461 -16.203 12.667
108 H -2.642 -15.663 10.967
109 H -3.734 -15.163 12.238
110 C -0.479 -7.254 7.871
111 S 0.003 -7.762 9.593
112 O -0.748 -9.064 9.814
113 C 1.767 -8.076 9.179
114 H -0.193 -8.091 7.235
115 H 0.072 -6.337 7.660
116 H -1.554 -7.074 7.894
117 H 1.783 -8.998 8.597
118 H 2.449 -8.305 9.998
119 H 2.301 -7.259 8.693

=====

The following is a quantum chemistry calculation of a 2-piece molecular cluster, C2H4B2O overall, from the Open Molecules 2025 dataset.

The calculation puts the relative energy (zero: lowest compared OMol25 entry of this formula, charge and spin) at 4.3515 eV. Its LUMO energy (alpha / beta) is -0.28 / -2.46 eV. The calculation puts the HOMO-LUMO gap (alpha / beta) at 9.70 / 4.64 eV. The highest occupied orbital energy (alpha / beta) comes out at -10.0 / -7.1 eV.

Positions of all 9 atoms, in Å:
1 B -0.167 1.789 -2.292
2 B 0.544 -1.931 2.911
3 C -0.568 0.877 -1.312
4 C -0.496 0.022 -0.356
5 O -0.902 -0.806 0.450
6 H 0.630 2.627 -1.897
7 H -0.480 1.627 -3.406
8 H 1.496 -1.357 2.661
9 H -0.059 -2.847 3.240

=====

Sequential molar mass output: 844.93 986.32 65.68 g/mol
Sequential largest force on an atom output: 1.95 3.96 4.93 eV/Å